The following is a quantum chemistry calculation of 18 unconnected molecules or ions with the total composition C21H45Cl34N5O3P in a non-equilibrium geometry, from OMol25.

Results
charge: +1
M: 1652.00 g/mol
HOMO-LUMO gap: 0.353 Ha
total energy: -471146.81786 eV
F_max: 2.8 eV/A

Each line ends with the Löwdin charge.
Positions of all 109 atoms, in Å:
N -0.313 -0.568 -1.259  -0.094
P 0.630 -0.263 -2.447  0.456
O -0.033 0.599 -3.607  -0.173
O 1.153 -1.542 -3.210  -0.115
N 2.043 0.631 -2.015  -0.058
C 3.413 0.090 -2.158  -0.169
C 4.226 0.908 -3.173  -0.237
O 4.798 0.041 -4.144  -0.052
C 1.843 1.862 -1.544  -0.337
N 2.813 2.747 -1.216  0.132
C 2.224 3.873 -0.809  -0.180
N 0.900 3.693 -0.856  0.082
N 0.669 2.470 -1.294  0.097
H 0.075 -0.211 -0.390  -0.002
H -0.804 1.107 -3.264  -0.076
H 0.693 -1.591 -4.068  0.025
H 3.907 0.219 -1.189  0.014
H 3.428 -0.971 -2.377  0.113
H 4.976 1.500 -2.647  0.114
H 3.536 1.586 -3.684  0.117
H 5.100 0.615 -4.853  0.090
H 2.755 4.757 -0.517  0.111
H 0.198 4.371 -0.585  0.124
H -0.255 2.068 -1.407  0.072
C -3.263 -2.709 -0.176  -1.036
Cl -4.603 -3.721 -0.712  0.511
Cl -3.789 -1.437 0.947  0.503
H -2.541 -3.330 0.326  -0.073
H -2.808 -2.245 -1.043  -0.002
C 7.237 -0.926 -0.435  -0.975
Cl 5.499 -0.927 -0.067  0.591
Cl 8.231 -0.912 1.022  0.546
H 7.469 -1.814 -1.009  0.033
H 7.461 -0.037 -1.013  0.028
C 6.951 -0.616 4.704  -1.052
Cl 8.136 -0.362 5.986  0.520
Cl 6.045 0.867 4.350  0.530
H 7.466 -0.927 3.804  -0.048
H 6.252 -1.383 5.018  0.022
C 4.174 3.589 3.106  -0.989
Cl 4.548 5.262 3.514  0.534
Cl 3.696 3.424 1.400  0.619
H 5.054 2.980 3.273  -0.046
H 3.355 3.248 3.728  0.023
C -3.833 0.472 -2.198  -0.950
Cl -2.607 1.683 -2.641  0.634
Cl -4.755 -0.026 -3.607  0.583
H -3.329 -0.385 -1.772  -0.017
H -4.507 0.910 -1.471  0.008
C 1.864 -4.353 -1.137  -0.995
Cl 0.133 -4.294 -0.793  0.499
Cl 2.840 -4.404 0.338  0.488
H 2.075 -5.237 -1.727  0.033
H 2.128 -3.461 -1.693  -0.006
C -2.567 3.452 1.294  -0.953
Cl -1.114 2.444 1.237  0.566
Cl -2.281 5.011 0.509  0.531
H -3.369 2.938 0.776  0.028
H -2.840 3.620 2.329  0.038
C -8.280 -2.848 -0.257  -1.003
Cl -7.314 -1.688 -1.189  0.473
Cl -7.489 -3.327 1.246  0.503
H -9.228 -2.384 -0.012  0.025
H -8.439 -3.730 -0.865  0.028
C -1.260 -4.500 2.837  -0.965
Cl 0.180 -5.520 2.842  0.541
Cl -0.957 -2.928 2.081  0.503
H -2.041 -5.008 2.280  0.032
H -1.576 -4.337 3.860  0.033
C -2.472 -1.480 -6.244  -1.019
Cl -1.063 -2.438 -5.752  0.540
Cl -3.307 -2.216 -7.609  0.541
H -3.154 -1.419 -5.407  -0.030
H -2.134 -0.491 -6.531  0.030
C -0.727 1.572 4.905  -1.042
Cl -0.800 -0.006 4.112  0.485
Cl 0.716 1.739 5.910  0.517
H -0.705 2.341 4.141  -0.019
H -1.604 1.688 5.531  0.028
C 3.687 -6.437 3.751  -1.016
Cl 4.515 -5.053 3.026  0.485
Cl 4.345 -6.828 5.343  0.521
H 2.637 -6.195 3.858  -0.032
H 3.812 -7.295 3.101  0.033
C -3.305 -6.551 -2.953  -1.026
Cl -2.361 -5.201 -3.592  0.476
Cl -2.747 -7.011 -1.345  0.496
H -4.347 -6.256 -2.893  0.017
H -3.193 -7.397 -3.620  0.027
C 8.157 -5.309 4.865  -1.026
Cl 9.662 -6.229 4.825  0.520
Cl 8.333 -3.730 4.082  0.514
H 7.389 -5.868 4.344  -0.006
H 7.870 -5.152 5.898  0.029
C -2.687 8.969 1.487  -0.998
Cl -1.762 9.122 -0.012  0.515
Cl -4.094 7.919 1.273  0.509
H -2.047 8.544 2.251  0.024
H -3.028 9.951 1.792  0.032
C -8.926 1.990 -1.127  -1.024
Cl -9.390 2.036 0.575  0.513
Cl -7.241 2.483 -1.360  0.487
H -9.040 0.977 -1.493  0.001
H -9.562 2.668 -1.683  0.028
C -5.059 9.769 -1.832  -1.046
Cl -4.133 9.919 -3.330  0.499
Cl -6.463 8.715 -2.039  0.501
H -4.418 9.348 -1.067  -0.064
H -5.400 10.753 -1.532  0.030

---

The following is a quantum chemistry calculation of 30 unconnected molecules or ions with the total composition H60O30 in a non-equilibrium geometry, from OMol25.

Results
charge: 0
M: 540.45 g/mol
HOMO-LUMO gap: 0.398 Ha
total energy: -62404.84615 eV
relative energy (zero: lowest compared OMol25 entry of this formula, charge and spin): 9.75 kcal/mol
F_max: 2.3 eV/A

Each line ends with the Löwdin charge.
Positions of all 90 atoms, in Å:
O 3.810 0.968 2.822  -0.087
H 4.342 1.344 2.034  0.048
H 3.437 1.692 3.347  0.052
O 5.352 1.797 0.641  -0.043
H 5.345 2.638 0.242  0.030
H 5.160 1.226 -0.130  0.030
O 1.842 2.873 0.778  -0.008
H 1.919 3.780 0.568  0.036
H 2.535 2.428 0.306  0.016
O -0.721 -2.911 0.912  -0.067
H -0.374 -2.531 0.065  0.049
H 0.016 -3.542 1.023  0.066
O -1.196 -1.616 -1.714  -0.058
H -1.692 -2.340 -2.051  -0.006
H -0.269 -1.649 -2.082  0.009
O 3.263 -1.217 -4.598  -0.073
H 3.186 -0.515 -5.304  0.033
H 4.014 -0.858 -4.118  0.038
O 3.880 -1.764 3.289  -0.036
H 4.097 -2.075 4.148  0.038
H 3.868 -0.794 3.319  0.005
O 0.356 4.835 -1.795  -0.077
H -0.228 5.580 -1.576  0.046
H -0.192 4.202 -2.295  -0.008
O -1.181 2.743 -2.950  -0.075
H -2.104 2.983 -2.750  0.039
H -0.960 2.231 -2.122  0.034
O 2.223 0.854 -6.402  -0.066
H 2.309 0.245 -7.140  0.042
H 1.351 0.653 -5.996  0.027
O 1.468 -2.983 2.492  -0.052
H 0.837 -2.897 3.213  0.045
H 2.243 -2.528 2.803  -0.006
O 1.225 -1.298 -2.639  -0.049
H 1.072 -0.551 -3.189  -0.001
H 1.846 -1.898 -3.117  0.076
O -2.919 0.577 -0.523  -0.067
H -3.359 -0.301 -0.681  0.056
H -2.070 0.414 -0.948  0.010
O -1.348 3.638 4.142  -0.056
H -2.057 4.275 4.215  0.056
H -1.523 3.114 3.326  0.031
O 1.716 -1.254 0.294  -0.049
H 1.675 -1.926 1.049  0.038
H 2.129 -0.502 0.679  -0.008
O -3.639 -2.145 -0.139  -0.052
H -2.762 -2.486 0.074  0.031
H -3.953 -1.767 0.674  0.010
O 0.617 0.559 2.851  -0.065
H 0.858 1.221 3.574  0.053
H 1.396 0.220 2.429  0.018
O 3.836 0.772 -1.294  -0.068
H 3.238 1.262 -1.884  -0.011
H 3.546 -0.158 -1.299  0.054
O -1.716 -1.899 -5.033  -0.035
H -1.868 -2.293 -5.887  0.047
H -2.456 -2.125 -4.446  0.030
O -4.233 -3.968 3.837  -0.086
H -4.204 -4.539 3.016  0.087
H -3.427 -4.049 4.356  -0.010
O -4.137 2.630 -2.137  -0.068
H -4.456 3.375 -1.651  0.025
H -3.821 1.906 -1.534  0.021
O -1.648 -3.716 4.870  -0.115
H -1.820 -3.445 5.810  0.073
H -1.211 -2.964 4.341  0.023
O -0.911 -1.693 3.268  -0.058
H -0.836 -1.990 2.384  -0.024
H -0.419 -0.851 3.268  0.035
O 2.232 2.323 -2.694  -0.021
H 1.478 2.066 -2.186  -0.006
H 2.308 3.291 -2.626  0.075
O -1.497 1.935 1.820  -0.064
H -1.816 1.424 1.038  0.031
H -0.716 1.459 2.104  -0.021
O 0.085 1.484 -0.749  -0.062
H 0.250 0.577 -0.416  0.060
H 0.218 2.058 0.032  0.038
O -3.549 -3.189 -2.759  -0.078
H -3.750 -3.026 -1.799  0.027
H -4.298 -3.646 -3.178  0.059
O -0.193 0.465 -4.549  -0.056
H -0.798 -0.308 -4.574  0.023
H -0.588 1.277 -4.233  0.012
O 1.004 2.458 4.797  -0.059
H 0.177 3.044 4.730  0.049
H 0.977 2.081 5.657  0.038
O -4.165 -1.468 2.577  -0.043
H -4.381 -2.155 3.186  -0.010
H -3.279 -1.147 2.788  0.034

---

The following is a quantum chemistry calculation of 2 unconnected molecules or ions with the total composition C4H13N3O in a non-equilibrium geometry, from OMol25.

Results
charge: 0
M: 119.17 g/mol
HOMO-LUMO gap: 0.352 Ha
total energy: -10874.72350 eV
relative energy (zero: lowest compared OMol25 entry of this formula, charge and spin): 68.12 kcal/mol
structure (SMILES): [H]/N=C(\N)NC.CCO
F_max: 4.7 eV/A

Each line ends with the natural charge from an NBO analysis.
Positions of all 21 atoms, in Å:
C -0.716 -0.504 1.795  -0.066
C -1.907 -0.919 0.943  -0.645
O 0.145 0.440 1.146  -0.689
H -0.405 1.220 0.841  0.473
H -1.045 -0.061 2.744  0.166
H -0.081 -1.366 1.992  0.205
H -1.553 -1.440 0.059  0.232
H -2.550 -1.579 1.522  0.217
H -2.481 -0.046 0.631  0.192
C -0.179 1.545 -1.611  -0.390
N 0.286 0.204 -1.637  -0.656
C 1.150 -0.402 -0.431  0.675
N 2.311 0.324 -0.243  -0.865
N 1.007 -1.654 -0.264  -0.849
H -0.463 -0.453 -1.820  0.374
H 2.389 1.232 -0.680  0.381
H 3.157 -0.230 -0.258  0.388
H 1.874 -2.134 -0.045  0.344
H 0.652 2.242 -1.517  0.181
H -0.814 1.787 -0.675  0.114
H -0.776 1.795 -2.493  0.216

---

The following is a quantum chemistry calculation of a molecular structure, C20H24CoN4S3, from OMol25.

Results
charge: 0
M: 475.57 g/mol
spin multiplicity: 4
HOMO-LUMO gap (spin up / spin down): 0.270 / 0.275 Ha
<S²>: 3.76
total energy: -97224.85532 eV
F_max: 0.7 eV/A

Each line ends with the natural charge from an NBO analysis.
Positions of all 52 atoms, in Å:
Co 0.564 0.200 -1.013  1.208
C -0.155 -1.935 1.036  -0.420
N -0.834 -1.209 -0.055  -0.548
C -1.956 -0.400 0.447  -0.240
C -1.456 0.747 1.293  -0.227
N -0.609 1.671 0.517  -0.533
C 0.267 2.412 1.439  -0.407
C -1.452 2.588 -0.254  0.167
C -2.226 3.530 0.422  -0.250
C -3.050 4.406 -0.261  -0.241
C -3.102 4.336 -1.649  -0.203
C -2.341 3.401 -2.321  -0.212
C -1.498 2.506 -1.646  -0.195
S -0.548 1.361 -2.582  -0.384
C -1.224 -2.173 -1.077  0.192
C -2.475 -2.775 -1.048  -0.270
C -2.822 -3.728 -1.993  -0.214
C -1.900 -4.089 -2.964  -0.206
C -0.651 -3.491 -2.992  -0.216
C -0.285 -2.524 -2.055  -0.186
S 1.297 -1.745 -2.151  -0.444
H -0.876 -2.508 1.631  0.188
H 0.383 -1.244 1.686  0.195
H 0.563 -2.622 0.596  0.227
H -2.639 -1.004 1.055  0.186
H -2.504 -0.020 -0.418  0.238
H -0.871 0.375 2.137  0.197
H -2.318 1.275 1.714  0.201
H -0.298 2.903 2.239  0.173
H 0.824 3.163 0.884  0.222
H 0.981 1.722 1.884  0.204
H -2.191 3.579 1.504  0.203
H -3.639 5.133 0.281  0.211
H -3.737 5.014 -2.205  0.212
H -2.377 3.345 -3.402  0.221
H -3.196 -2.500 -0.290  0.210
H -3.804 -4.181 -1.968  0.211
H -2.158 -4.829 -3.711  0.213
H 0.065 -3.756 -3.759  0.222
C 4.592 1.012 2.404  -0.410
N 4.296 -0.213 1.681  -0.350
C 4.733 -1.477 2.049  -0.087
C 4.224 -2.343 1.152  -0.057
N 3.488 -1.602 0.255  -0.548
C 3.509 -0.300 0.582  0.280
S 2.755 1.017 -0.212  -0.341
H 5.627 0.986 2.736  0.213
H 3.933 1.116 3.265  0.209
H 4.444 1.854 1.735  0.250
H 5.381 -1.631 2.892  0.232
H 4.339 -3.408 1.060  0.236
H 2.926 -1.944 -0.548  0.466